## one
C9H12N4 | wB97M-V/def2-TZVPD

Cartesian coordinates (Å):
1 C 3.11607 -0.56312 -1.09268
2 C 3.60993 -1.11336 0.13119
3 C 1.87631 0.07679 -1.09143
4 C 1.58114 -0.60002 1.13031
5 C -1.20202 2.78983 0.48617
6 C -0.01072 2.00081 0.20877
7 C -1.85252 -1.24784 -0.38102
8 C -0.93074 4.01152 0.92714
9 C -3.35674 -3.18617 -0.53255
10 N 2.82699 -1.07077 1.19149
11 N 1.15418 0.09214 0.04996
12 N -2.54175 -2.15534 -0.26939
13 N -0.07412 0.73895 0.15014
14 H 3.58733 -0.65505 -2.05232
15 H 4.54951 -1.64906 0.28317
16 H 1.46640 0.48906 -1.93752
17 H 0.82334 -0.82033 2.00879
18 H -2.06502 2.25375 0.31472
19 H 0.97052 2.48962 -0.00931
20 H -1.04119 -0.53879 -0.34998
21 H 0.15059 4.28921 1.07010
22 H -1.62072 4.76877 1.38751
23 H -3.03304 -4.11684 -0.89325
24 H -3.87858 -3.41120 0.45891
25 H -4.10518 -2.87255 -1.18893

## Properties
- gap between HOMO and LUMO (eV) = 9.49
- charge = +2
- HOMO (eV) = -17.3
- lowest unoccupied orbital energy (hartree) = -0.2867

Mulliken population analysis, charges in e, atoms 1 to 2:
1. C -0.623
2. C -0.065

***

## two
C9H12N4 | wB97M-V/def2-TZVPD

Cartesian coordinates (Å):
1 C -1.78650 -1.39783 -0.28410
2 C 1.53703 -2.24787 -0.17366
3 C -3.07198 0.49628 -0.11975
4 C -0.79759 1.23193 -0.55802
5 C -0.48175 -1.27186 0.53742
6 C 1.40355 0.12146 -0.54034
7 C 0.00787 0.10440 0.13816
8 C 1.92319 1.51141 -0.94723
9 C 0.27889 0.74924 1.53902
10 N -2.71344 -0.66873 -0.04996
11 N 0.40564 -2.33912 0.39219
12 N -2.05867 1.40665 -0.59959
13 N 2.12264 -0.95393 -0.57996
14 H -1.70549 -2.09402 -1.11073
15 H 2.01659 -3.28181 -0.16720
16 H -4.05121 0.74673 0.12965
17 H -0.79571 -1.40037 1.55162
18 H 1.94446 2.14047 -0.08684
19 H 1.25759 1.88604 -1.66994
20 H 2.93785 1.28553 -1.37845
21 H 1.17306 0.25939 2.12481
22 H -0.67603 0.49659 2.06933
23 H 0.37733 1.81632 1.52474
24 H -2.35870 2.35126 -0.92085
25 H 3.11137 -0.94817 -0.82032

## Properties
- gap between HOMO and LUMO (eV) = 7.32
- charge = +2
- HOMO (eV) = -16.5
- lowest unoccupied orbital energy (hartree) = -0.3381

Mulliken population analysis, charges in e, atoms 1 to 2:
1. C -0.140
2. C -0.279

***

In terms of stability, one leads; the second structure lies 0.0532 hartree higher.